# 1
Formula: C35H37B12Br6F3N11NaO4S2
Source: the Open Molecules 2025 dataset
Level of theory: ωB97M-V/def2-TZVPD

Geometry as XYZ:
```
111
Properties=species:S:1:pos:R:3
Na 0.404 -1.200 0.034
C 1.812 3.849 2.428
C 1.882 2.508 1.984
N 0.692 2.045 1.639
N -0.168 3.071 1.856
C 0.479 4.169 2.321
B -1.630 2.880 1.443
N -1.784 2.872 -0.131
C -1.705 3.683 -1.191
C -1.897 2.940 -2.339
C -2.070 1.621 -1.924
N -2.036 1.640 -0.597
N -2.125 1.453 1.645
C -3.235 1.006 2.337
C -3.881 -0.001 1.775
C -3.240 -0.313 0.435
N -2.040 0.645 0.429
N -2.509 3.955 2.100
C -2.599 4.228 3.423
C -3.469 5.279 3.581
C -3.859 5.594 2.262
N -3.282 4.800 1.371
H 2.615 4.485 2.766
H 2.749 1.863 1.896
H -0.051 5.085 2.536
H -1.504 4.733 -1.049
H -1.865 3.291 -3.354
H -2.190 0.703 -2.471
H -3.468 1.490 3.277
H -4.740 -0.531 2.155
H -2.817 -1.312 0.375
H -2.034 3.658 4.148
H -3.777 5.747 4.503
H -4.536 6.367 1.924
Br 0.290 -1.304 -2.725
B 1.864 -0.661 -3.628
B 3.213 -1.708 -4.042
C 4.566 -0.687 -3.951
B 3.388 -0.510 -2.757
B 4.249 0.889 -3.410
B 4.611 0.557 -5.105
B 3.979 -1.052 -5.493
B 2.225 -1.014 -5.330
Br 1.077 -2.134 -6.423
B 3.097 0.397 -5.991
Br 2.991 0.893 -7.863
B 3.258 1.609 -4.686
Br 3.306 3.516 -5.042
B 2.501 0.938 -3.225
Br 1.646 2.013 -1.851
B 1.773 0.638 -4.839
Br 0.089 1.413 -5.383
H 3.310 -2.863 -3.796
H 5.506 -1.128 -3.667
H 3.586 -0.853 -1.640
H 5.036 1.473 -2.743
H 5.644 0.902 -5.572
H 4.592 -1.755 -6.223
C 4.989 -2.564 5.071
C 4.672 -3.378 3.827
N 4.397 -2.558 2.636
C 5.458 -2.390 1.636
C 6.343 -1.171 1.863
C 3.209 -1.961 2.502
S 2.947 -0.934 1.126
N 2.292 -2.141 3.440
C 1.098 -1.587 3.159
O 0.775 -1.070 2.068
C 0.032 -1.636 4.193
C -1.054 -0.778 4.050
C -2.072 -0.791 4.994
C -2.007 -1.667 6.070
C -0.924 -2.534 6.203
C 0.098 -2.518 5.267
H 5.180 -3.233 5.914
H 4.143 -1.924 5.327
H 5.873 -1.938 4.926
H 3.808 -4.012 4.007
H 5.511 -4.018 3.561
H 4.992 -2.353 0.651
H 6.060 -3.296 1.664
H 5.767 -0.244 1.827
H 7.108 -1.121 1.085
H 6.845 -1.224 2.831
H -1.082 -0.106 3.194
H -2.918 -0.125 4.883
H -2.805 -1.686 6.803
H -0.882 -3.226 7.035
H 0.941 -3.193 5.345
F -0.366 -4.807 -1.691
C -0.683 -5.075 -0.426
F -0.049 -6.190 -0.058
F -1.998 -5.298 -0.355
S -0.221 -3.692 0.659
O 1.141 -3.359 0.249
O -0.385 -4.222 1.990
O -1.167 -2.640 0.272
N -9.080 0.796 -6.991
C -8.374 0.666 -6.092
C -7.485 0.501 -4.949
C -6.110 0.610 -5.117
C -5.270 0.452 -4.029
C -5.795 0.187 -2.762
C -7.178 0.081 -2.606
C -8.019 0.234 -3.692
C -4.918 0.023 -1.624
C -4.179 -0.120 -0.692
H -5.702 0.813 -6.099
H -4.197 0.526 -4.157
H -7.584 -0.127 -1.624
H -9.091 0.150 -3.574
```

Output
total charge = -1
energy = -524102.4254 eV
largest force on an atom = 1.34 eV/Å
HOMO (alpha / beta) = -6.3 / -6.3 eV
multiplicity = 2
expectation value of S² = 0.755
orbital gap (alpha / beta) = 0.282 / 0.239 Ha



# 2
Formula: C35H37BCl3N8O4S5Zr
Source: the Open Molecules 2025 dataset
Level of theory: ωB97M-V/def2-TZVPD

Geometry as XYZ:
```
94
Properties=species:S:1:pos:R:3
Zr 1.436 -0.159 -0.604
O 4.974 -1.068 1.928
C 4.855 -0.145 2.907
C 5.799 -0.190 3.933
C 5.750 0.722 4.964
C 4.758 1.703 5.003
C 3.827 1.756 3.991
C 3.856 0.841 2.928
C 2.849 0.956 1.864
O 2.720 -0.042 1.004
N 2.072 1.978 1.799
N 1.143 1.872 0.749
C 0.256 2.811 0.887
S 0.378 3.949 2.206
C -1.216 4.750 1.877
C -1.476 4.696 0.388
S -1.121 3.002 -0.152
H 4.203 -0.981 1.344
H 6.560 -0.956 3.891
H 6.490 0.671 5.753
H 4.722 2.414 5.816
H 3.053 2.511 3.993
H -1.146 5.777 2.232
H -1.998 4.233 2.433
H -0.832 5.383 -0.159
H -2.516 4.901 0.142
C -1.636 -2.621 -3.517
N -0.649 -1.847 -4.255
C -0.868 -1.317 -5.504
C 0.274 -0.692 -5.865
N 1.190 -0.837 -4.849
B 2.590 -0.095 -4.953
N 3.649 -0.913 -4.175
C 4.265 -2.042 -4.662
C 5.028 -2.566 -3.677
N 4.871 -1.746 -2.582
C 5.459 -1.970 -1.271
C 4.023 -0.752 -2.906
S 3.611 0.521 -1.802
C 0.610 -1.535 -3.864
S 1.269 -2.114 -2.353
H -2.536 -2.028 -3.371
H -1.221 -2.889 -2.551
H -1.881 -3.526 -4.070
H -1.803 -1.449 -6.021
H 0.528 -0.164 -6.766
H 2.500 1.005 -4.485
H 2.878 -0.094 -6.120
H 4.114 -2.366 -5.676
H 5.669 -3.428 -3.654
H 6.159 -2.797 -1.350
H 4.682 -2.233 -0.555
H 5.980 -1.080 -0.927
Cl -4.682 1.657 -4.384
C -3.492 1.113 -3.252
C -2.159 1.455 -3.443
C -1.242 0.993 -2.526
Cl 0.447 1.398 -2.682
C -1.569 0.215 -1.410
O -0.599 -0.137 -0.571
C -2.919 -0.114 -1.279
Cl -3.342 -1.476 -0.057
C -3.869 0.319 -2.183
H -1.851 2.059 -4.285
H -4.905 0.020 -2.076
C -2.046 0.367 5.161
C -1.098 -0.569 4.424
C -0.818 -0.057 3.018
N 0.184 -0.856 2.319
C 0.017 -1.940 1.587
S 1.349 -2.679 0.805
N -1.244 -2.487 1.424
C -2.216 -1.713 0.795
O -3.991 -2.430 -0.985
C -4.875 -0.728 0.705
C -6.123 -0.917 0.142
C -7.216 -0.368 0.799
C -7.047 0.334 1.986
C -5.782 0.489 2.537
C -4.681 -0.053 1.888
H -2.285 -0.017 6.151
H -2.987 0.487 4.618
H -1.602 1.357 5.284
H -1.520 -1.574 4.363
H -0.154 -0.650 4.969
H -0.429 0.963 3.051
H -1.717 -0.047 2.411
H 1.153 -0.624 2.488
H -1.142 -3.393 0.976
H -6.240 -1.497 -0.762
H -8.206 -0.503 0.384
H -7.909 0.750 2.490
H -5.654 1.017 3.472
H -3.689 0.026 2.308
```

Output
total charge = +1
relative energy (zero: lowest compared OMol25 entry of this formula, charge and spin) = 307.0 kcal/mol
energy = -150697.7387 eV
largest force on an atom = 1.22 eV/Å
HOMO = -10.2 eV
multiplicity = 1
orbital gap = 0.264 Ha



# 3
Formula: C35H37BrCdP2
Source: the Open Molecules 2025 dataset
Level of theory: ωB97M-V/def2-TZVPD

Geometry as XYZ:
```
76
Properties=species:S:1:pos:R:3
Cd -4.773 -2.253 5.598
C -1.463 -5.011 5.426
C -0.783 -4.073 4.749
C -0.024 -4.319 3.486
C -0.782 -3.996 2.177
C -2.204 -4.483 2.083
C -2.703 -5.567 2.692
C -1.912 -6.612 3.443
C -1.700 -6.418 4.964
C -5.162 -2.037 3.490
H -1.952 -4.753 6.370
H -0.828 -3.032 5.066
H 0.296 -5.363 3.446
H 0.890 -3.703 3.485
H -0.792 -2.904 2.018
H -0.211 -4.437 1.337
H -2.842 -3.896 1.407
H -3.776 -5.790 2.614
H -0.947 -6.752 2.949
H -2.475 -7.551 3.333
H -2.631 -6.693 5.479
H -0.907 -7.128 5.272
H -6.261 -1.980 3.427
H -4.882 -2.996 3.011
H -4.657 -1.212 2.963
P 1.701 3.353 -0.503
P -0.244 2.453 -3.024
C 2.294 2.348 -1.883
C 1.464 1.908 -2.866
C 3.153 4.416 -0.185
C 4.455 4.064 -0.555
C 5.531 4.914 -0.262
C 5.302 6.123 0.400
C 3.995 6.497 0.761
C 2.924 5.663 0.450
C 1.808 2.163 0.915
C 0.843 1.132 0.948
C 0.902 0.151 1.938
C 1.930 0.181 2.891
C 2.861 1.222 2.887
C 2.763 2.246 1.938
C -0.188 3.023 -4.788
C 0.514 4.225 -5.025
C 0.719 4.681 -6.328
C 0.221 3.941 -7.412
C -0.503 2.766 -7.186
C -0.753 2.339 -5.874
C -1.087 0.842 -3.234
C -2.485 0.804 -3.009
C -3.190 -0.379 -3.223
C -2.509 -1.536 -3.639
C -1.127 -1.507 -3.837
C -0.410 -0.327 -3.592
H 3.350 2.079 -1.917
H 1.850 1.253 -3.651
H 4.665 3.130 -1.063
H 6.544 4.616 -0.556
H 6.140 6.782 0.633
H 3.817 7.443 1.281
H 1.901 5.952 0.700
H 0.045 1.116 0.201
H 0.146 -0.636 1.979
H 2.000 -0.601 3.645
H 3.666 1.261 3.624
H 3.432 3.106 1.987
H 0.904 4.794 -4.179
H 1.259 5.614 -6.506
H 0.393 4.282 -8.432
H -0.889 2.176 -8.023
H -1.376 1.461 -5.701
H -2.996 1.710 -2.676
H -4.270 -0.402 -3.062
H -3.061 -2.462 -3.800
H -0.586 -2.397 -4.175
H 0.669 -0.343 -3.698
Br -5.008 -4.676 6.399
```

Output
total charge = 0
energy = -130077.1398 eV
largest force on an atom = 1.62 eV/Å
HOMO = -7.8 eV
multiplicity = 1
orbital gap = 0.242 Ha



# 4
Formula: C35H37Cl3GaNO6SiTe
Source: the Open Molecules 2025 dataset
Level of theory: ωB97M-V/def2-TZVPD

Geometry as XYZ:
```
85
Properties=species:S:1:pos:R:3
Ga -2.934 2.102 -0.587
O -5.085 -1.592 0.883
C -4.925 -0.451 0.212
O -4.100 -0.342 -0.666
C -5.919 0.630 0.642
O -5.330 1.868 0.953
C -4.711 1.924 2.227
C -3.445 1.080 2.258
O -3.139 0.485 3.282
O -2.782 1.058 1.155
H -4.374 -2.189 0.600
H -6.556 0.820 -0.223
H -6.508 0.245 1.479
H -4.434 2.969 2.372
H -5.396 1.608 3.018
Cl -2.223 3.562 -4.167
Si -2.143 1.856 -2.979
Cl -4.861 2.923 -1.827
Cl -2.629 0.326 -4.294
C 3.813 -5.486 3.791
C 2.862 -4.512 3.149
C 2.051 -4.887 2.090
C 1.169 -3.997 1.477
C 0.288 -4.524 0.378
C 1.114 -2.670 1.918
Te -0.078 -1.159 0.945
N -0.895 1.161 -0.637
C -0.077 1.575 -1.520
O -0.433 1.723 -2.800
C 1.311 2.005 -1.208
C 2.176 2.358 -2.239
C 3.441 2.842 -1.944
C 3.845 2.976 -0.622
C 2.983 2.621 0.406
C 1.715 2.146 0.117
C 0.765 -1.550 -0.972
C 2.140 -1.425 -1.190
C 3.126 -1.186 -0.079
C 2.631 -1.542 -2.492
C 1.800 -1.789 -3.570
C 2.339 -1.883 -4.973
C 0.441 -1.948 -3.326
C -0.093 -1.831 -2.050
C -1.579 -1.996 -1.879
C 1.901 -2.287 3.018
C 1.877 -0.886 3.583
C 2.758 -3.206 3.610
H 3.663 -6.493 3.404
H 3.676 -5.514 4.874
H 4.851 -5.205 3.600
H 2.092 -5.910 1.729
H 0.292 -5.614 0.379
H 0.618 -4.182 -0.605
H -0.737 -4.178 0.518
H 1.847 2.248 -3.263
H 4.108 3.130 -2.747
H 4.827 3.372 -0.394
H 3.295 2.725 1.438
H 1.023 1.893 0.908
H 2.790 -0.384 0.579
H 4.101 -0.918 -0.486
H 3.242 -2.082 0.537
H 3.697 -1.418 -2.658
H 3.401 -1.641 -5.004
H 1.811 -1.194 -5.635
H 2.209 -2.889 -5.377
H -0.229 -2.147 -4.156
H -2.045 -2.262 -2.827
H -2.044 -1.076 -1.522
H -1.801 -2.766 -1.139
H 0.883 -0.445 3.556
H 2.540 -0.230 3.012
H 2.218 -0.892 4.619
H 3.360 -2.892 4.458
C -0.831 6.197 0.722
C -1.719 6.192 -0.344
C -2.416 5.033 -0.672
C -2.236 3.853 0.050
C -1.340 3.882 1.124
C -0.650 5.039 1.467
H -0.279 7.096 0.970
H -1.861 7.090 -0.935
H -3.114 5.048 -1.500
H -1.180 2.976 1.700
H 0.040 5.033 2.303
```

Output
total charge = -1
relative energy (zero: lowest compared OMol25 entry of this formula, charge and spin) = 0.0 kcal/mol
energy = -155792.5385 eV
largest force on an atom = 0.67 eV/Å
HOMO (alpha / beta) = -5.1 / -5.1 eV
multiplicity = 2
expectation value of S² = 0.766
orbital gap (alpha / beta) = 0.270 / 0.231 Ha